Below is a molecular structure, C18H23CdFN2O4, with properties calculated with ωB97M-V with the def2-TZVPD basis set.

Each line ends with the Löwdin charge.
CARTESIAN COORDINATES (ANGSTROEM)
C: 5.8479 0.3722 0.9244  -0.0204
H: -3.0046 1.4274 -3.7925  0.1011
H: -1.7004 -5.4265 5.2157  0.1412
O: -2.4699 1.6151 -4.5675  0.0623
C: 2.0009 4.6178 0.5354  -0.0692
H: -0.0302 -2.9093 -7.4501  0.0993
H: -4.9779 -2.4565 3.1203  0.1272
H: -0.0538 -0.6881 -7.6142  0.1243
H: 3.9323 1.9879 -0.4292  0.1667
O: -2.6767 -1.3833 3.4747  0.1078
C: -2.9586 -2.6695 3.7805  -0.2896
H: -4.6273 -6.8576 4.5931  0.1316
H: 1.6931 4.4805 1.5720  0.0779
C: -1.7445 -1.9918 -4.9275  0.0174
H: -2.0311 -2.9221 -4.4597  0.1204
H: -1.0127 -3.0397 4.6419  0.1370
N: 4.3094 3.6572 0.9483  -0.0493
C: -1.9768 0.4282 -5.1148  -0.2807
H: -5.6630 -4.6545 3.7987  0.1308
H: 6.6668 0.2925 0.2094  0.1143
H: 3.8183 5.7117 0.7912  0.1266
Cd: -8.3563 4.8091 1.2342  0.7837
F: -5.0490 3.3265 0.8903  -0.5830
H: 5.0259 -0.2308 0.5386  0.1072
H: -0.9413 1.4037 -6.6334  0.1321
C: -1.2665 0.4388 -6.2733  -0.0105
C: -4.2623 -3.1474 3.5407  0.0059
H: 6.5589 2.2064 2.8587  0.1353
N: 5.4085 1.6942 1.1332  -0.0895
C: -1.0302 -1.9451 -6.1519  -0.2543
H: 5.1113 4.7795 2.5201  0.1396
C: 4.4286 2.3704 0.4504  0.0427
C: -4.6220 -4.4014 3.9356  0.0272
H: 3.7121 4.8295 -0.7219  0.1284
O: -3.8811 -6.4018 4.9895  0.1123
C: -2.0205 -3.3854 4.4650  0.0191
H: 6.0974 -0.1916 1.8232  0.1129
C: -0.6993 -0.7285 -6.7493  -0.0006
C: -2.2465 -0.7845 -4.4187  0.0062
H: 1.5576 3.7739 0.0067  0.0725
H: -2.6807 -0.7371 -3.4309  0.1132
C: -3.6166 -5.1412 4.6074  -0.2818
H: 1.3605 5.4673 0.2981  0.0856
C: 3.5305 4.7572 0.3505  -0.1516
C: 5.8241 2.5914 2.1672  0.0292
C: -2.3569 -4.6464 4.8595  0.0208
O: -0.6288 -3.1576 -6.7418  0.0623
H: -3.4533 -0.9375 3.1285  0.1176
C: 5.1543 3.7969 2.0737  0.0409

Calculated values
Charge: +2
HOMO-LUMO gap in eV: 1.422

Below is a molecular structure, C18H23Cl2CsF4KLi2MgN4O16V, with properties calculated with ωB97M-V with the def2-TZVPD basis set.

Each line ends with the Löwdin charge.
CARTESIAN COORDINATES (ANGSTROEM)
O: -1.5758 -0.1082 -4.7054  -0.2618
H: -0.2800 -1.5386 -1.5364  0.1437
H: 0.3451 -1.8465 -4.6123  0.1243
C: 0.8734 -3.6781 -6.1238  -0.2548
C: -1.2059 0.4078 -3.3944  -0.1423
Cs: -3.5730 -2.6861 2.5368  1.2236
C: 0.9513 1.2791 -4.3961  -0.2241
O: 1.6564 0.3562 -5.3012  -0.0342
V: -7.4208 -3.1112 6.9687  1.2084
H: 1.4796 0.7999 0.3941  0.1209
C: -1.0543 1.4708 6.2230  -0.3016
H: -1.2896 -0.0877 3.0660  0.1080
C: 0.9986 -0.0560 -2.2528  -0.1631
F: 1.5324 1.2557 -7.5186  -0.0627
F: -0.4952 -3.0130 3.1208  -0.5676
F: 2.8754 2.2951 -5.9802  0.1045
H: 0.0313 1.5377 1.2599  0.1112
H: 0.8353 -4.7949 -6.4566  0.0591
O: -7.7507 -3.6862 8.5718  -0.5399
C: 1.8747 -2.9190 -7.1424  -0.0789
C: 2.3092 1.0452 -6.3456  -0.4523
N: -0.4163 -0.0008 -0.2749  -0.1515
O: -1.1468 1.7124 5.0293  0.1116
C: -1.8571 -0.2619 2.0740  -0.1200
O: 0.5249 3.1981 9.1169  0.1840
C: -0.0634 2.3652 8.4121  -0.3141
O: -0.4785 -3.1180 -6.0716  -0.2413
H: 2.7416 -2.4807 -6.5322  0.0897
C: -0.5850 -2.5257 -4.7226  -0.1368
H: -2.2568 0.7830 1.7679  0.0985
C: 3.0813 -0.8810 -1.2517  -0.6021
O: 2.4111 5.6223 9.8711  -0.2680
H: -1.6686 -0.7349 8.7793  0.1502
H: -2.7819 -0.9475 2.2676  -0.2416
Cl: 0.9220 3.1198 -2.2512  -0.0471
H: -1.7230 -0.2162 -2.5904  0.1451
O: -0.2831 -1.9813 1.0199  -0.0072
C: -1.6174 0.2255 6.8888  -0.3475
C: 0.3939 1.1632 0.2336  -0.0725
Li: 5.2147 1.5155 -7.4556  0.9324
H: 2.3099 -3.6726 -7.9074  0.0811
H: 0.1188 1.8687 -4.9947  0.0155
O: 3.0970 4.8172 11.9807  -0.2585
Cl: 2.1336 5.6431 11.2903  0.6718
K: -1.3107 3.0196 -5.8998  0.7352
C: -0.5341 1.0686 9.0539  -0.2980
F: 3.4272 0.2058 -6.7482  0.0176
O: 3.8981 -0.3050 -0.2780  -0.1325
H: 1.3991 -3.6763 -5.0926  0.1517
C: -0.8392 -0.7962 0.9265  -0.2942
H: -2.5261 -1.7809 -5.5597  0.1379
Li: 0.6011 -5.6861 -7.9641  0.8893
H: -0.6513 -3.3366 -3.9098  0.1554
N: 0.2731 0.4924 -3.2799  -0.0300
Mg: -0.5822 -0.2369 -7.7955  0.7111
H: 1.3823 -2.0393 -7.6885  -0.0025
O: 2.2221 6.9994 11.7805  -0.2566
O: 0.8007 5.1327 11.5260  -0.2568
H: 0.3228 2.0624 -0.4746  -0.0532
N: 2.4341 0.0666 -2.2142  0.2008
O: -0.3146 0.7569 10.2094  0.1681
H: -0.0479 3.3429 6.5278  0.1553
O: 2.9899 -2.1512 -1.2813  -0.0452
O: -7.0854 -2.5363 5.3603  -0.6230
C: -0.3557 2.4559 7.0721  0.2271
H: 2.8823 -0.1191 -3.1246  0.1370
C: -1.3143 0.1276 8.2249  0.2043
N: 0.3502 -0.8101 -1.1336  0.0574
O: -2.2750 -0.5698 6.1941  0.1004
C: -1.8881 -1.5295 -4.6240  -0.1409
H: -2.5191 -1.8172 -3.7091  0.1422
H: -1.5910 1.5007 -3.3077  0.1434
H: 1.6634 2.0234 -3.8448  0.0071

Calculated values
Charge: +2
HOMO-LUMO gap in eV: 1.089

Below is a single C18H23Cl2N3O4 molecule, with properties calculated with ωB97M-V with the def2-TZVPD basis set.

Each line ends with the Löwdin charge.
CARTESIAN COORDINATES (ANGSTROEM)
H: -3.6229 2.2890 1.0460  0.1312
H: 2.6064 0.8519 4.0200  0.1108
H: 2.1801 3.1076 -0.3512  0.0819
C: -3.3689 1.2654 1.3253  -0.0836
H: -1.4112 -0.1305 -0.8154  0.1097
O: 0.4181 -0.3664 -0.0191  0.1006
H: 1.8851 -3.0327 -2.8141  0.0781
H: 1.5575 -3.1897 3.0982  0.1064
H: 1.4677 -2.8883 -1.1042  0.0752
C: 0.3218 1.1719 -4.2516  -0.0243
H: -2.1749 -0.7443 2.1384  0.0849
Cl: 3.7626 -1.7453 4.1531  0.6777
N: -1.9220 0.4568 -1.4732  0.0709
H: 3.7607 1.1959 0.1060  0.1271
C: 2.2143 -1.2101 3.6062  -0.6828
C: 0.0522 -1.9462 -2.4340  -0.1942
C: 2.0293 2.4446 0.4974  -0.0454
H: -4.7858 0.2709 0.0558  0.1249
C: 0.0736 -1.7037 2.6820  -0.5902
H: -0.4021 1.8981 -4.6070  0.0834
H: 2.4789 2.8916 1.3790  0.0819
C: 2.6803 1.0965 0.2312  -0.1866
C: 0.7100 -0.5586 -2.4102  -0.1733
O: 2.2251 0.5324 -1.0043  0.0294
C: -3.7007 0.3319 0.1517  -0.0909
Cl: -1.0548 -2.8657 2.0732  0.7330
N: -1.3158 0.9171 -2.5871  0.1333
O: -3.8031 1.6823 -1.8344  0.0887
H: -3.3065 -0.6729 0.3131  0.1050
H: -0.3693 -2.1166 -3.4269  0.1230
C: 1.3048 -2.1417 3.1280  -0.1268
C: 1.0843 -0.1370 -1.0036  -0.4432
C: 1.8924 0.1370 3.6434  -0.1068
H: -3.9695 0.9831 2.1939  0.1246
C: 0.6549 0.5605 3.1961  -0.0092
C: -3.1705 0.9141 -1.1557  -0.4768
H: 1.6304 -0.5846 -2.9991  0.1474
H: 1.2664 1.6729 -4.0443  0.0844
C: -0.2746 -0.3489 2.7001  -0.2686
H: 0.9619 2.3308 0.6715  0.0530
H: -0.7650 -1.9863 -1.7123  0.1033
H: 0.4963 0.4241 -5.0239  0.0832
N: -1.5327 0.0309 2.2538  0.1174
H: 2.4608 0.3958 1.0428  0.1015
H: 0.4021 1.6072 3.2095  0.1145
O: -1.1742 2.1995 1.6628  0.0813
C: -1.9067 1.2416 1.7405  -0.4642
C: -0.1938 0.5214 -3.0085  -0.2937
H: 0.5852 -4.0149 -2.1361  0.0753
C: 1.0619 -3.0383 -2.1026  -0.0827

Calculated values
Structure (SMILES): CCOC(=O)[C@@H](CC)/C(C)=N\NC(=O)CCC(=O)Nc1ccc(Cl)cc1Cl
Charge: 0
HOMO-LUMO gap in eV: 9.211
Energy above the lowest of the compared OMol25 structures with the same formula, charge and spin in eV: 0.351

Below is a molecular structure, C18H23Cl2N6O5OsP, with properties calculated with ωB97M-V with the def2-TZVPD basis set.

Each line ends with the Löwdin spin population.
CARTESIAN COORDINATES (ANGSTROEM)
O: -0.8674 2.2422 -1.4225  0.1409
Cl: -3.8857 1.9810 -0.3600  0.0941
C: 1.9720 1.1911 1.5848  0.0070
H: 2.8981 -2.6483 2.8963  0.0000
C: 1.5910 2.1332 -2.4543  0.2143
C: -2.9337 -0.3052 2.3732  0.0088
H: 1.3621 -4.0474 -1.4796  0.0005
H: 3.5876 2.7970 -2.3434  0.0110
C: 0.3160 -4.0747 -1.7740  0.0015
Os: -1.2193 0.8894 0.1106  2.4103
N: -1.9371 -2.2086 2.8189  0.0115
C: 1.2887 -0.8397 1.2899  0.0082
H: 1.1792 2.7509 -4.4746  -0.0003
N: 0.9141 0.4245 1.1783  0.0997
C: -0.0605 2.9482 -2.0598  0.1571
C: 3.3284 -2.1280 2.0436  0.0009
C: 2.6004 3.1805 -2.0735  0.0311
O: -2.2883 4.0738 2.4099  0.0349
H: -0.2511 -4.7116 -1.0997  0.0006
H: 2.5821 3.3864 -1.0015  0.0030
N: -0.2431 -2.7182 -1.7720  0.0189
O: -1.4403 2.3426 1.3295  0.1577
H: -3.5795 0.5533 2.3414  0.0005
H: 4.3465 -1.8345 2.2825  0.0002
C: -2.3259 3.3570 1.4646  0.0187
H: 3.9867 0.5729 2.3183  0.0007
H: -0.6623 -3.4390 3.9548  0.0003
N: -0.9114 -0.7448 -1.1165  0.0265
H: -2.7480 4.0184 -0.5480  0.0018
H: -1.6053 -4.2810 2.6917  0.0003
C: -0.7921 -2.0964 -2.8632  0.0001
P: 0.2019 -2.2736 0.9820  0.0049
H: 1.9100 2.2642 1.6535  0.0003
C: 3.0033 0.3629 1.9353  0.0037
C: -1.2087 -0.8698 -2.4515  0.0180
C: -2.9730 -1.3940 3.1886  0.0000
N: -1.8711 -0.4524 1.5205  0.0019
H: -2.3978 -3.7143 4.1700  0.0000
C: -0.3314 -1.8823 -0.7237  0.0268
C: -3.2882 3.5676 0.2849  0.0062
H: 3.3441 -2.7808 1.1742  0.0000
H: 2.0221 1.1557 -0.8524  0.0015
H: -0.8482 -2.5789 -3.8225  -0.0002
Cl: -4.6326 4.5855 0.6970  0.0059
H: 2.3380 1.4172 -4.2824  0.0135
O: 1.6277 0.9992 -1.7267  0.1492
O: -0.0740 4.0051 -2.5860  0.2513
C: -1.6206 -3.4962 3.4439  0.0008
H: 2.4199 4.1090 -2.6072  -0.0001
C: 1.3982 1.8429 -3.9203  0.0348
H: -3.6474 -1.6581 3.9836  -0.0001
H: 0.2404 -4.4652 -2.7840  0.0000
H: 0.6079 1.1113 -4.0794  0.0028
H: -1.7055 -0.0906 -3.0024  0.0011
C: -1.2780 -1.6138 1.8087  0.0151
N: 2.5614 -0.9153 1.7507  0.0020

Calculated values
Spin multiplicity: 5
Charge: +2
HOMO-LUMO gap (alpha / beta) in eV: 8.289 / 6.506
Energy above the lowest of the compared OMol25 structures with the same formula, charge and spin in eV: 0.041

For the records above, the corresponding max |F| values read 5.51; 9.98; 0.96; 0.60 eV/Å.